No. 1
The following is a DFT calculation (ωB97M-V/def2-TZVPD) of C28H17F8N8O2S3V as an isolated structure.

As for the spin multiplicity: 2. Its expectation value of S² is 0.8290. The HOMO energy (spin up / spin down) comes out at -11.280 / -11.309 eV. The calculation puts the electronic energy at -125252.86863 eV. As for the energy above the lowest of the compared OMol25 structures with the same formula, charge and spin: 0.00 kJ/mol. Its gap between HOMO and LUMO (spin up / spin down) is 6.2987 / 7.4326 eV. As for the total charge: +1.

Each line ends with the Löwdin spin population.
CARTESIAN COORDINATES (ANGSTROEM)
V -0.212 0.059 0.030  1.27
S -2.115 -0.448 1.417  -0.07
S 0.642 -2.536 0.754  0.00
S -1.924 1.199 -0.854  -0.13
F -4.320 0.917 3.195  0.00
F 0.171 5.871 -3.877  0.00
F -1.679 1.578 -3.897  0.00
F -0.656 3.640 -5.196  0.00
F -0.461 3.650 0.180  0.00
F -3.241 -0.490 4.463  0.00
F -3.738 1.468 5.174  0.00
F 0.653 5.683 -1.211  0.00
O 1.749 -3.135 0.117  0.00
O 0.880 -1.331 1.609  0.01
N -0.223 1.180 1.881  -0.01
N 3.172 2.774 0.261  0.00
N 3.513 4.112 0.197  0.00
N -0.394 -1.979 -0.347  -0.04
N 0.473 -0.272 -2.097  -0.01
N 3.857 1.835 0.903  0.00
N 2.078 2.320 -0.240  0.00
N 1.997 1.043 0.078  0.00
C -1.195 -5.292 3.773  0.00
C 0.414 2.217 2.511  0.00
C -0.063 -3.133 -4.383  0.00
C -0.626 3.645 -3.862  0.00
C 1.282 0.414 -4.272  0.00
C 0.234 -5.099 3.748  0.00
C -1.464 0.857 2.329  0.00
C -0.654 -3.658 -2.066  0.00
C 1.110 0.564 -2.900  0.00
C -0.451 -2.388 -1.698  0.00
C -0.195 4.757 -3.184  0.00
C -0.458 -4.005 -3.423  0.00
C -0.078 2.740 3.675  0.00
C -1.282 2.263 4.170  0.00
C 0.835 -0.773 -4.857  0.00
C 3.076 0.762 0.780  0.00
C -3.300 0.811 4.109  0.00
C 0.084 -1.435 -2.627  0.00
C -0.129 -3.687 1.795  0.00
C -0.021 4.739 -1.822  0.00
C -1.128 2.580 -3.185  0.00
C 0.751 -4.262 2.728  0.00
C 0.287 -1.761 -3.976  0.00
C -1.501 -3.717 1.861  0.00
C -0.459 3.612 -1.136  0.00
C -2.050 1.389 3.472  0.00
C -1.019 2.507 -1.779  0.00
C -1.980 -4.537 2.882  0.00
H -0.036 -3.423 -5.427  0.00
H 1.390 2.488 2.179  0.00
H 3.318 -0.147 1.368  0.00
H -1.715 -5.836 4.519  0.00
H -1.682 2.618 5.100  0.00
H 3.302 4.420 -0.736  0.00
H 0.910 -5.660 4.374  0.00
H 0.377 3.635 4.087  0.00
H -2.145 -3.282 1.109  0.00
H -3.046 -4.535 3.095  0.00
H 1.476 1.541 -2.474  0.00
H 0.844 -0.917 -5.893  0.00
H -0.853 -4.351 -1.197  0.00
H 1.792 -3.987 2.695  0.00
H -0.511 -5.066 -3.607  0.00
H 4.497 4.041 0.364  0.00
H 1.836 1.216 -4.758  0.00

***

No. 2
The following is a DFT calculation (ωB97M-V/def2-TZVPD) of a 2-piece molecular cluster, C5H9N4O overall.

The HOMO energy comes out at -14.748 eV. The calculation puts the electronic energy at -13327.97584 eV. As for the energy above the lowest of the compared OMol25 structures with the same formula, charge and spin: 464.73 kJ/mol. Its gap between HOMO and LUMO is 9.3407 eV. As for the total charge: +1.

Each line ends with the natural charge from an NBO analysis.
CARTESIAN COORDINATES (ANGSTROEM)
O -2.019 -0.167 1.031  -0.45
N 1.536 1.758 -0.823  -0.15
N 2.377 0.777 -1.145  0.00
N 0.599 -0.086 -0.630  -0.23
N 1.872 -0.330 -0.931  -0.02
C -0.326 -1.735 0.342  -0.07
C 0.398 1.180 -0.505  0.22
C -2.485 -2.486 1.067  -0.73
C -1.610 -1.258 0.856  0.48
C 1.909 3.151 -0.703  -0.42
H -0.196 -2.522 -0.508  0.29
H -2.832 -2.853 0.011  0.27
H 2.987 3.089 -0.799  0.26
H 0.501 -1.853 1.046  0.26
H -1.972 -3.378 1.444  0.25
H 1.510 3.531 0.250  0.24
H -0.465 1.802 -0.206  0.28
H -3.319 -2.311 1.779  0.28
H 1.534 3.691 -1.577  0.24

***

No. 3
The following is a DFT calculation (ωB97M-V/def2-TZVPD) of C5H16NO4 as an isolated structure.

As for the spin multiplicity: 2. Its expectation value of S² is 0.7589. The HOMO energy (spin up / spin down) comes out at -9.167 / -9.117 eV. The calculation puts the electronic energy at -15118.18635 eV. As for the energy above the lowest of the compared OMol25 structures with the same formula, charge and spin: 270.08 kJ/mol. Its gap between HOMO and LUMO (spin up / spin down) is 9.6268 / 4.5186 eV. As for the total charge: 0.

Each line ends with the Löwdin spin population.
CARTESIAN COORDINATES (ANGSTROEM)
O 1.495 0.617 3.248  0.07
O -0.453 2.271 0.498  0.48
O 0.777 1.236 -1.675  0.00
O -2.424 1.229 0.555  0.36
N 1.377 -0.889 0.113  0.01
C -1.038 -1.037 -2.838  0.00
C -0.875 -1.785 -0.428  0.00
C -0.787 -1.917 -1.905  0.00
C 0.482 -2.061 0.308  0.00
C 1.758 1.188 2.247  0.03
H 1.445 -0.726 -0.911  0.00
H -1.457 1.649 0.612  0.01
H 0.073 0.915 -2.255  0.00
H -0.371 -2.938 -2.202  0.00
H -1.091 -0.708 -0.186  0.00
H -1.010 -1.160 -3.877  0.00
H -2.467 0.342 0.312  0.01
H -1.630 -2.445 0.042  0.00
H 2.667 0.758 1.653  0.01
H 0.952 -0.076 0.421  0.00
H 0.982 1.950 1.922  0.01
H -1.327 -0.032 -2.509  0.00
H 0.425 -2.231 1.406  0.00
H 0.807 -3.098 -0.030  0.00
H 0.244 1.702 -0.844  0.00
H -0.288 3.175 0.340  0.01

***

No. 4
The following is a DFT calculation (ωB97M-V/def2-TZVPD) of Ca6O8P2 as an isolated structure.

The HOMO energy comes out at -24.285 eV. The calculation puts the electronic energy at -145520.51892 eV. Its gap between HOMO and LUMO is 1.9626 eV. As for the total charge: +6.

Each line ends with the natural charge from an NBO analysis.
CARTESIAN COORDINATES (ANGSTROEM)
Ca -2.987 0.733 0.550  1.95
Ca 0.064 -1.125 -1.899  1.91
Ca 0.918 2.604 -2.990  1.30
Ca 0.754 -0.695 2.002  1.90
Ca 2.668 2.929 0.758  1.55
Ca -1.304 4.807 -0.128  1.47
P -0.133 1.135 -0.112  2.47
P 0.108 -3.023 0.389  2.38
O 0.776 -4.418 0.792  -0.29
O 0.196 1.090 -1.560  -1.44
O 1.206 -1.914 0.165  -1.31
O -0.707 -2.544 1.568  -0.83
O -0.778 -0.213 0.129  -1.33
O -0.929 -2.908 -0.612  -0.96
O -1.072 2.352 0.156  -1.40
O 1.221 1.190 0.791  -1.38

***

No. 5
The following is a DFT calculation (ωB97M-V/def2-TZVPD) of one molecule with the formula C11H13NO3.

The HOMO energy comes out at -8.364 eV. Its SMILES is COC1=Nc2ccccc2C1(OC)OC. The calculation puts the electronic energy at -19247.07571 eV. As for the energy above the lowest of the compared OMol25 structures with the same formula, charge and spin: 388.83 kJ/mol. Its gap between HOMO and LUMO is 9.2309 eV. As for the total charge: 0.

Each line ends with the natural charge from an NBO analysis.
CARTESIAN COORDINATES (ANGSTROEM)
O -0.634 -2.163 -0.799  -0.49
O 1.678 -0.505 0.865  -0.55
O 1.565 0.197 -1.359  -0.53
N -1.577 -0.115 -0.557  -0.54
C -2.009 2.204 0.118  -0.22
C -1.884 -2.776 -1.042  -0.26
C -0.572 -0.901 -0.516  0.55
C -1.153 1.160 -0.086  0.15
C 0.812 2.597 0.472  -0.18
C 1.119 -0.351 2.152  -0.27
C -1.529 3.359 0.576  -0.19
C -0.148 3.645 0.708  -0.22
C 0.234 1.377 0.085  -0.12
C 0.853 0.050 -0.188  0.53
C 2.201 -0.903 -1.939  -0.27
H 0.314 -1.087 2.243  0.17
H -3.028 2.246 -0.022  0.22
H 2.961 -0.565 -2.649  0.20
H 2.607 -1.395 -0.970  0.20
H -2.698 -2.253 -0.340  0.21
H 1.844 2.724 0.376  0.22
H -1.910 -3.799 -0.924  0.20
H -2.149 -2.467 -2.165  0.19
H 0.684 0.673 2.384  0.19
H 1.544 -1.681 -2.400  0.18
H 1.974 -0.467 2.901  0.20
H 0.093 4.550 1.171  0.21
H -2.180 4.102 0.917  0.20

***

No. 6
The following is a DFT calculation (ωB97M-V/def2-TZVPD) of C52H34IN5V as an isolated structure.

As for the spin multiplicity: 2. Its expectation value of S² is 0.9139. The HOMO energy (spin up / spin down) comes out at -7.365 / -7.234 eV. The calculation puts the electronic energy at -95716.77965 eV. As for the energy above the lowest of the compared OMol25 structures with the same formula, charge and spin: 30.08 kJ/mol. Its gap between HOMO and LUMO (spin up / spin down) is 5.7146 / 5.5602 eV. As for the total charge: 0.

Each line ends with the Löwdin spin population.
CARTESIAN COORDINATES (ANGSTROEM)
I 0.775 -0.551 2.839  -0.04
V 0.060 -0.349 0.222  1.33
N 1.768 7.371 2.335  -0.01
N -0.540 -2.299 0.647  -0.02
N -1.727 0.233 0.932  -0.02
N -0.424 1.068 -1.134  -0.02
N 1.028 -1.332 -1.223  -0.02
C -2.615 -0.483 1.691  0.01
C 4.334 -5.756 0.895  0.00
C -3.465 0.417 2.417  0.00
C 1.810 4.926 1.518  -0.02
C -1.538 5.142 0.187  0.00
C -1.062 5.362 2.904  0.00
C 1.310 0.282 -6.834  0.00
C 2.842 -2.526 -1.967  -0.01
C -0.319 -4.499 1.288  0.01
C -1.496 2.607 0.404  -0.02
C 2.567 -1.582 -2.906  0.00
C 1.436 -0.844 -2.434  0.00
C -3.024 1.672 2.163  0.01
C 1.524 -3.396 -0.024  -0.01
C 2.246 1.617 -4.591  0.00
C 2.807 -6.888 -0.572  0.00
C -1.242 2.959 -2.127  -0.01
C 3.552 -4.610 0.835  0.00
C -3.786 -2.504 2.538  0.00
C 0.296 -3.380 0.624  0.00
C -1.067 2.245 -0.898  0.01
C -0.085 1.070 -2.473  0.00
C 1.558 4.620 0.181  0.00
C -1.967 1.551 1.195  0.01
C 1.838 -2.405 -0.951  0.01
C -4.740 -3.251 1.850  0.00
C 1.946 0.873 0.133  -0.14
C -1.454 3.971 0.949  0.00
C 2.125 3.894 2.406  0.00
C -1.181 4.114 2.318  0.00
C 1.598 3.310 -0.249  -0.02
C 2.389 -4.601 0.075  0.00
C -1.669 -2.704 1.298  0.01
C 2.704 1.974 -5.851  0.00
C 2.157 2.586 1.966  -0.02
C 1.784 6.280 1.970  0.00
C -0.661 2.216 -3.106  0.01
C -1.553 -4.095 1.663  0.00
C -3.869 -2.398 3.923  0.00
C -1.193 6.510 2.138  0.00
C 0.839 0.230 -3.082  0.00
C -2.673 -1.868 1.782  -0.03
C -5.845 -3.772 3.920  0.00
C 1.884 2.255 0.630  0.00
C -1.420 6.388 0.776  0.00
C -5.766 -3.879 2.539  0.00
C 2.024 -5.746 -0.632  0.00
C 2.231 1.309 -6.973  0.00
C 3.964 -6.893 0.195  0.00
C -4.894 -3.032 4.609  0.00
C 1.318 0.588 -4.447  0.00
C 0.858 -0.084 -5.573  0.00
H -0.851 5.440 3.963  0.00
H -3.115 -1.835 4.459  0.00
H 0.134 -0.881 -5.457  0.00
H 3.623 -3.269 -1.972  0.00
H 1.341 5.420 -0.516  0.00
H 2.648 0.258 0.696  0.00
H 2.576 1.596 -7.958  0.00
H -6.504 -4.455 1.996  0.00
H 4.576 -7.785 0.242  0.00
H -1.696 5.098 -0.877  0.00
H 3.085 -1.398 -3.834  0.00
H 0.138 -5.463 1.434  0.00
H -2.311 -4.672 2.167  0.00
H 2.513 -7.770 -1.126  0.00
H 5.236 -5.761 1.494  0.00
H -4.672 -3.331 0.772  0.00
H 3.426 2.774 -5.952  0.00
H 0.937 -0.235 -7.708  0.00
H 2.207 0.869 -0.920  0.00
H 2.405 1.795 2.659  0.00
H 1.424 3.096 -1.298  0.00
H 2.605 2.138 -3.711  0.00
H 2.352 4.126 3.438  0.00
H 3.840 -3.723 1.387  0.00
H -1.493 7.273 0.156  0.00
H -1.008 3.229 2.916  0.00
H -0.624 2.436 -4.160  0.00
H -3.438 2.602 2.512  0.00
H -1.815 3.856 -2.268  0.00
H 1.124 -5.727 -1.235  0.00
H -4.947 -2.951 5.687  0.00
H -1.098 7.487 2.592  0.00
H -6.640 -4.271 4.459  0.00
H -4.280 0.119 3.054  0.00

***

No. 7
The following is a DFT calculation (ωB97M-V/def2-TZVPD) of C13H21BMoN6O as an isolated structure.

As for the spin multiplicity: 3. Its expectation value of S² is 2.1816. The HOMO energy (spin up / spin down) comes out at -23.388 / -23.272 eV. The calculation puts the electronic energy at -27291.29226 eV. Its gap between HOMO and LUMO (spin up / spin down) is 6.0210 / 4.7778 eV. As for the total charge: +4.

Each line ends with the Löwdin spin population.
CARTESIAN COORDINATES (ANGSTROEM)
Mo -0.032 0.058 0.169  0.37
O -1.204 0.666 1.701  0.02
N 1.630 -0.827 -0.923  0.14
N 0.836 1.847 -2.130  0.03
N 1.960 -0.363 -2.192  0.12
N -0.380 -0.191 -2.793  0.03
N -0.888 -0.459 -1.521  0.10
N 0.484 1.718 -0.791  0.16
C -2.007 -1.236 -1.627  -0.01
C 0.943 3.153 -2.422  0.14
C -1.787 0.277 2.943  0.01
C -0.875 0.675 4.064  0.00
C 0.729 -2.931 2.811  0.00
C 3.163 -0.850 -2.554  0.13
C -1.192 -0.751 -3.684  0.07
C 3.581 -1.737 -1.571  0.40
C 2.594 -1.713 -0.567  0.08
C 0.258 2.957 -0.284  -0.03
C -3.156 0.876 3.124  0.01
C 0.558 3.883 -1.284  0.13
C -2.225 -1.407 -2.989  0.08
B 0.984 0.543 -2.939  0.00
H 0.563 4.950 -1.179  0.00
H 0.038 0.088 4.074  0.00
H -3.485 0.606 4.119  0.00
H 1.366 -2.965 3.717  0.00
H 3.653 -0.497 -3.452  0.00
H 0.039 3.002 0.768  0.00
H -1.363 0.539 5.022  0.00
H 0.856 -1.901 2.343  0.00
H 1.312 0.777 -4.077  0.00
H -3.024 -1.974 -3.400  0.00
H 4.498 -2.296 -1.559  0.01
H 0.987 -3.737 2.105  0.00
H 2.553 -2.237 0.374  0.00
H -1.917 -0.814 2.940  0.00
H -3.155 1.959 3.049  0.00
H -3.880 0.489 2.414  0.00
H -0.959 -0.629 -4.731  0.00
H -0.601 1.722 3.978  0.00
H 1.317 3.430 -3.405  0.00
H -0.335 -3.100 3.048  0.00
H -2.435 -1.598 -0.692  0.00

***

No. 8
The following is a DFT calculation (ωB97M-V/def2-TZVPD) of an isolated ion of composition C3HN4 and charge +1.

The HOMO energy comes out at -16.306 eV. Its SMILES is N#CC#[N+]NC#N. The calculation puts the electronic energy at -9073.23500 eV. As for the energy above the lowest of the compared OMol25 structures with the same formula, charge and spin: 95.06 kJ/mol. Its gap between HOMO and LUMO is 8.6957 eV. As for the total charge: +1.

Each line ends with the natural charge from an NBO analysis.
CARTESIAN COORDINATES (ANGSTROEM)
N -1.425 2.537 2.107  0.06
N 1.089 -2.952 -0.216  -0.12
N -0.014 0.233 -0.273  0.03
N 0.233 -0.661 -1.099  -0.32
C 0.737 -1.920 -0.621  0.33
C -0.638 1.947 1.508  0.07
C -0.055 1.140 0.623  0.47
H 0.072 -0.323 -2.028  0.47

***

Question: What is the electronic energy in the second record?
Answer: -13327.97584 eV

***

Question: Which formula does entry 6 have?
Answer: C52H34IN5V

***

Question: Which value of electronic energy does entry 6 give?
Answer: -95716.77965 eV